104
Properties=species:S:1:pos:R:3:forces:R:3 method="wB97M-V/def2-TZVPD" smiles="CCCCCCCC[C@](C[C@H](C)Cl)(OC(C)=O)[PH2]=N.CCOC(=O)C(F)(F)F.CCOC(=O)C(F)(F)F.CCOC(=O)C(F)(F)F.CCOC(=O)C(F)(F)F" e_homo_ev=-9.09 homo_lumo_gap_ev=9.661 multiplicity=1
C -1.211946 1.625782 -0.613230 -0.1 0.1 0.1
C -1.258577 2.423995 -1.917605 0.3 -0.2 -0.1
C -0.971569 1.603668 -3.184302 0.0 0.0 0.0
C -2.057627 0.571127 -3.530738 -0.1 0.0 0.1
C -1.850585 -0.847836 -2.963276 0.1 0.0 0.3
C -1.246088 -1.861721 -3.957012 0.1 0.0 0.0
C 0.285790 -2.053541 -3.828484 0.0 0.0 -0.1
C 0.717187 -3.383261 -3.170445 -0.1 0.2 0.1
C 1.084088 -3.346780 -1.649961 -0.3 -0.1 0.1
C 0.200416 -4.326160 -0.854935 -0.1 0.0 0.0
C -1.266921 -3.873322 -0.815725 0.0 0.2 0.0
C -1.678182 -3.219915 0.499133 0.1 0.2 0.0
Cl -2.349941 -5.285251 -1.142279 -0.1 0.0 0.0
O 0.850979 -2.043937 -1.075059 -0.2 -0.2 -0.6
C 1.838604 -1.242413 -0.549622 -0.3 -0.1 -1.1
C 2.494775 -0.291174 -1.495528 0.0 0.3 -0.2
O 2.036456 -1.292947 0.608816 0.5 0.2 1.9
P 2.815619 -3.980238 -1.443127 0.3 0.0 0.2
N 3.446131 -4.315119 -0.063867 -0.4 0.1 -0.2
H -1.260342 2.303683 0.246950 0.0 -0.1 -0.1
H -2.057688 0.930900 -0.526930 0.2 0.0 0.0
H -0.272647 1.060273 -0.533202 -0.2 0.0 0.0
H -2.242371 2.898605 -2.034443 0.2 0.0 0.1
H -0.504058 3.219110 -1.857046 -0.2 0.0 0.0
H -0.883476 2.312713 -4.016497 0.1 -0.1 0.1
H 0.002518 1.100051 -3.074603 -0.2 0.1 -0.1
H -3.012483 0.952182 -3.146394 0.1 0.0 -0.2
H -2.165966 0.497376 -4.620404 0.0 0.0 0.2
H -1.185312 -0.787292 -2.088162 -0.2 0.0 -0.1
H -2.809709 -1.227856 -2.587343 0.1 0.0 -0.1
H -1.481377 -1.535533 -4.977747 0.0 -0.1 0.2
H -1.743446 -2.831823 -3.834308 0.1 0.1 -0.1
H 0.747227 -1.999159 -4.820409 -0.1 -0.1 0.1
H 0.686669 -1.210472 -3.262126 0.1 -0.1 -0.1
H 1.556903 -3.814130 -3.733537 -0.1 0.1 0.1
H -0.106758 -4.097398 -3.276818 0.2 0.0 -0.1
H 0.571829 -4.411733 0.173073 0.0 -0.1 -0.2
H 0.274437 -5.309219 -1.331744 0.0 0.1 0.1
H -1.472459 -3.187538 -1.638360 0.1 -0.1 0.1
H -2.586040 -2.619423 0.371084 0.1 -0.2 0.0
H -1.859126 -3.973740 1.270621 0.1 0.1 -0.1
H -0.876672 -2.550085 0.831743 -0.1 -0.1 -0.1
H 1.727200 0.268173 -2.042814 0.1 -0.1 0.1
H 3.090998 -0.831572 -2.236716 -0.1 0.1 0.1
H 3.115383 0.405254 -0.929176 0.0 -0.1 -0.2
H 3.553729 -3.081566 -2.243328 0.0 0.0 -0.1
H 2.728127 -5.062992 -2.337880 0.0 -0.1 0.0
H 2.898764 -4.049157 0.745806 0.2 0.0 0.0
C -6.348230 -4.593999 -0.706482 0.0 0.0 -0.1
C -5.800822 -3.258587 -0.264128 0.0 -0.1 0.2
O -5.510626 -2.412934 -1.406020 0.0 0.0 0.0
C -6.534032 -1.755511 -1.918067 0.0 0.2 0.0
O -7.670176 -1.748446 -1.546014 0.0 -0.1 0.0
C -6.036617 -0.871493 -3.087751 0.0 -0.2 0.1
F -5.233879 -1.550652 -3.915042 -0.1 0.1 0.0
F -5.334876 0.159196 -2.579450 -0.1 0.0 -0.1
F -7.058813 -0.384722 -3.781494 0.1 0.0 0.0
H -5.653471 -5.078581 -1.392698 0.0 0.0 0.0
H -6.481943 -5.236910 0.163384 0.0 0.0 0.0
H -7.311811 -4.479616 -1.202117 0.0 0.0 0.0
H -4.842897 -3.367839 0.235574 0.0 0.0 0.0
H -6.490816 -2.730630 0.393581 0.0 0.0 -0.1
C -7.366011 3.574804 -1.026875 0.0 0.1 0.1
C -5.917708 3.165851 -1.160274 0.0 -0.2 -0.2
O -5.029674 4.123848 -0.536668 0.0 0.0 0.1
C -4.870221 4.003718 0.770795 0.1 0.0 0.0
O -5.376092 3.202966 1.500914 0.0 0.1 -0.1
C -3.839374 5.048680 1.265534 -0.1 -0.1 0.0
F -4.080446 6.258305 0.748714 0.0 -0.1 0.1
F -2.607451 4.668212 0.890499 -0.1 0.1 0.0
F -3.870013 5.137781 2.591905 0.0 0.0 -0.1
H -7.520283 4.572055 -1.439299 0.0 0.0 0.0
H -7.993496 2.870366 -1.572636 0.0 0.0 0.0
H -7.677785 3.577255 0.016822 0.0 0.0 0.0
H -5.602374 3.148820 -2.201163 0.0 0.0 0.0
H -5.733272 2.184332 -0.725458 0.0 0.0 0.1
C 4.494360 2.006046 3.148718 0.0 0.2 -0.1
C 3.071574 1.761282 2.706613 0.0 -0.2 0.1
O 2.464845 2.975645 2.186555 0.0 0.0 -0.1
C 2.749907 3.288889 0.939467 0.1 0.1 0.0
O 3.436985 2.691059 0.160119 -0.1 0.0 0.1
C 2.031190 4.606868 0.560569 0.0 -0.1 0.0
F 2.127231 5.513988 1.536330 0.0 0.0 -0.1
F 0.730156 4.352906 0.341409 0.1 0.1 0.0
F 2.550056 5.117678 -0.553504 -0.1 0.0 0.1
H 4.534815 2.815433 3.879174 0.0 0.0 0.0
H 4.898039 1.104087 3.601628 -0.1 0.0 0.0
H 5.125762 2.275253 2.301765 0.0 0.0 0.0
H 2.431819 1.484982 3.541134 0.0 0.0 0.0
H 3.009339 0.983987 1.949668 0.0 0.0 -0.1
C 9.323944 2.371611 7.415444 -0.1 0.0 -0.1
C 9.561709 0.888684 7.247884 0.1 0.0 0.1
O 8.592105 0.302263 6.346023 0.0 0.0 -0.1
C 8.841164 0.444813 5.054674 0.0 0.0 -0.1
O 9.772948 0.991553 4.542591 -0.1 0.0 0.1
C 7.736087 -0.260333 4.230886 0.1 0.1 0.0
F 6.517304 0.038939 4.704496 0.1 -0.1 0.0
F 7.900069 -1.587327 4.300545 -0.1 0.1 -0.1
F 7.796726 0.117666 2.958015 0.0 -0.1 0.1
H 8.305715 2.558528 7.756668 0.0 0.0 0.0
H 10.016765 2.769947 8.156417 0.0 0.0 0.0
H 9.481964 2.901763 6.477326 0.0 0.0 0.0
H 9.416706 0.350092 8.181204 0.0 0.0 0.0
H 10.561460 0.678843 6.870055 0.0 0.0 0.0